1.
The following is a quantum chemistry calculation of 5 unconnected molecules or ions with the total composition C3H17N2O3 in a non-equilibrium geometry, from OMol25.

Last column: Löwdin charge in e.
Atoms and positions in Å:
N -1.73852 1.07298 0.07660  0.24
C -1.83632 0.61496 -1.24234  -0.27
C -2.97454 -0.39169 -1.53591  -0.02
N 1.92171 1.11277 1.35013  0.13
C 2.66452 0.31693 2.26265  -0.10
H -3.80036 -0.25326 -0.83615  0.08
H -2.31501 1.84210 0.39751  0.14
H -1.06801 0.66336 0.73935  0.07
H -0.88199 0.21493 -1.56180  0.08
H -1.89741 1.45676 -1.96641  0.16
H -2.66650 -1.41516 -1.30263  0.08
H -3.23273 -0.28316 -2.58595  0.09
H 2.07643 0.97155 0.34821  0.07
H 3.37767 -0.31929 1.72957  0.11
H 3.09787 0.89263 3.07626  0.10
H 2.04125 -0.44624 2.76630  0.10
H 0.97726 -0.60534 -1.19434  -0.06
H 0.37654 -2.47490 -1.23998  0.05
O -0.02418 -1.60859 -1.07524  -0.18
H -0.10318 -1.22208 0.48697  -0.01
H -0.42759 -1.24755 2.05105  0.07
O -0.04200 -0.74273 1.34001  -0.06
H 2.45512 -0.24042 -1.83204  0.06
H 1.87631 2.10783 1.54174  0.12
O 1.68448 0.09587 -1.36745  -0.06

Force components x, y, z for each atom (eV/Å):
0.388 0.389 0.022
1.315 0.648 -1.153
-0.421 -0.379 0.589
0.373 0.738 -0.232
-0.169 -0.638 0.246
-0.324 0.471 -0.501
-0.218 -0.210 0.033
0.064 -0.247 -0.075
-0.103 -0.574 0.414
-0.844 0.134 0.641
0.661 0.160 -0.226
-0.333 -0.094 0.153
-0.555 -0.733 -0.343
0.174 0.291 -0.001
0.197 0.157 -0.164
-0.268 0.205 -0.188
0.039 -0.822 -0.172
-0.110 0.031 0.018
-0.032 -0.421 0.222
0.000 -0.664 -0.676
-0.304 -0.386 0.213
0.151 0.855 0.591
-0.202 -0.325 -0.151
-0.159 -0.066 0.340
0.680 1.481 0.397

Summary:
- Highest occupied orbital energy: -13.09 eV
- Energy above the lowest of the compared OMol25 structures with the same formula, charge and spin: 208.1 kcal/mol
- Charge: +1
- E: -459.21351 hartree
- Gap between HOMO and LUMO: 3.695 eV

=====

2.
The following is a quantum chemistry calculation of 6 unconnected molecules or ions with the total composition C3H17N2O5 in a non-equilibrium geometry, from OMol25.

Last column: Löwdin charge in e.
Atoms and positions in Å:
C 1.46691 -0.90910 -1.25256  -0.27
N 0.97669 -1.84752 -2.21888  -0.05
C 0.89245 2.35719 0.68492  -0.13
O 2.01389 2.39974 1.21763  -0.06
C 1.59926 -1.68175 0.13631  -0.26
N 0.36993 -1.72181 0.86549  0.00
H 2.30327 -0.51947 -1.64744  0.05
H 0.80103 0.04735 -1.11295  0.10
H 0.45588 -1.38531 -3.02313  0.09
H 0.68233 2.07222 -0.35225  0.05
H -0.05011 2.59894 1.29124  0.08
H 1.85936 -2.64765 0.04071  0.04
H 2.40452 -1.21424 0.82470  0.12
H -0.50444 -1.48607 0.53102  0.00
H 0.19899 -2.53559 1.43443  0.06
H -0.83702 0.64957 0.82709  0.01
H -1.58820 1.48177 -0.14517  -0.01
O -1.62361 1.25527 0.88449  -0.21
H 0.20905 -2.48478 -1.88280  0.07
H -1.70804 1.89607 -1.99621  -0.08
O -1.12917 1.34330 -1.54452  -0.35
H -1.51043 1.18999 3.05019  -0.07
H -0.11042 1.65516 2.85930  0.04
O -0.84215 1.50857 3.55060  -0.06
H -2.64305 -0.83764 -0.40573  -0.02
H -1.64454 -0.13696 -1.51589  0.02
O -2.04240 -1.04724 -1.10060  -0.18

Force components x, y, z for each atom (eV/Å):
-4.095 -0.230 3.135
-2.665 -1.184 -2.321
1.245 0.794 2.240
-2.155 -0.215 -1.356
0.367 4.519 0.396
0.313 -0.271 2.275
3.605 1.104 -0.781
0.691 -1.857 0.012
1.147 -0.366 1.376
0.247 -0.040 -0.167
1.198 0.030 -0.842
1.570 -3.368 -1.233
-0.987 -0.288 -1.241
-1.633 0.973 -1.946
0.588 -0.149 0.013
-1.195 0.366 0.472
-0.028 -0.339 0.408
0.764 -0.843 -0.515
1.113 1.135 0.210
-1.512 1.473 -1.502
1.415 -1.339 0.836
-3.488 -1.515 -2.797
-1.700 -0.382 1.809
5.244 1.917 1.355
-0.509 0.757 0.620
-0.931 -0.898 1.382
1.392 0.215 -1.837

Summary:
- Highest occupied orbital energy: -5.43 eV
- Energy above the lowest of the compared OMol25 structures with the same formula, charge and spin: 28.5 kcal/mol
- Charge: -1
- E: -610.16905 hartree
- Gap between HOMO and LUMO: 9.095 eV

=====

3.
The following is a quantum chemistry calculation of 7 unconnected molecules or ions with the total composition C3H17O9 in a non-equilibrium geometry, from OMol25.

Last column: Löwdin charge in e.
Atoms and positions in Å:
O -0.36753 -0.35866 -2.13216  0.01
C -0.85794 -0.77859 -1.09942  -0.63
O -1.72415 -0.30920 -0.28552  -0.07
C -0.61325 -2.26568 -0.81791  -0.11
C 0.73239 -2.45985 -0.17960  -0.21
O 1.82108 -1.65065 -0.80208  -0.16
H -0.44911 -2.62096 -1.83767  0.12
H -1.39283 -2.84091 -0.49572  0.09
H 0.70639 -2.19401 0.91107  0.13
H 1.11436 -3.44959 -0.44793  0.10
H 1.44411 -1.21937 -1.67821  0.11
H 1.84316 1.86240 1.83997  0.02
H 2.90771 0.72093 1.24675  0.04
O 2.62628 1.30585 2.04927  -0.16
H -0.93612 0.63391 1.32766  0.02
H -1.51598 1.02970 2.65089  -0.04
O -1.33545 1.34526 1.83768  -0.02
H -1.70063 0.92582 -1.13528  0.07
H -1.13376 1.49691 -2.61982  -0.03
O -1.40118 1.76354 -1.79407  -0.14
H -2.62489 -0.73873 1.23257  0.01
H -2.13703 -1.48934 2.48687  -0.01
O -2.76351 -0.90046 2.17709  -0.04
H -0.36973 2.80384 -0.82004  -0.04
H -0.34029 3.16238 0.64115  0.01
O 0.20899 3.16787 -0.15812  -0.09
H 2.55515 1.75418 -0.68482  0.04
H 2.59706 0.29420 -0.97143  0.07
O 3.10671 1.00922 -0.44117  -0.09

Force components x, y, z for each atom (eV/Å):
1.181 0.219 -0.639
-1.792 -3.454 1.150
0.486 1.602 -0.939
3.253 1.347 -2.905
1.544 0.423 0.016
-1.955 1.015 -1.859
-0.063 -0.313 -0.208
-2.033 -1.065 1.762
0.349 -0.501 -0.909
-0.413 -0.325 1.092
0.475 -1.304 2.433
0.860 -0.955 -0.414
-1.287 2.157 1.554
0.163 -0.906 -0.366
-0.244 0.023 -0.121
-1.056 -1.830 4.035
1.472 2.619 -3.860
0.675 2.497 -1.846
0.904 -1.514 -2.393
-2.682 1.083 4.543
0.461 -0.074 -0.120
1.971 -1.862 0.577
-2.632 1.449 -0.161
-0.851 -0.814 -1.071
0.224 -0.183 -0.205
0.878 0.848 1.392
-0.178 0.806 0.382
1.432 1.148 1.603
-1.139 -2.136 -2.522

Summary:
- Highest occupied orbital energy: -5.77 eV
- Energy above the lowest of the compared OMol25 structures with the same formula, charge and spin: 72.3 kcal/mol
- Charge: -1
- E: -801.70373 hartree
- Gap between HOMO and LUMO: 8.970 eV